A single C6H6 molecule. Source: the OMol25 dataset; level of theory: wB97M-V/def2-TZVPD.

XYZ file:
```
12
Properties=species:S:1:pos:R:3:forces:R:3
H -1.17395 1.78880 -0.71266 0.10 -0.13 -0.04
C -0.70136 -0.37530 2.26735 0.12 0.31 -0.35
H -0.13414 1.16761 -2.01416 -0.04 -0.08 0.17
C 0.36681 0.42034 -0.03066 -0.01 0.01 0.06
C 1.72829 -1.66158 -1.14138 -0.42 0.43 0.44
H 0.80280 -1.75537 0.27485 0.21 -0.29 -0.23
H -1.37609 0.12234 -1.29607 0.09 0.11 0.06
C -0.64432 0.90553 -1.08214 -0.06 0.02 -0.06
H 1.15722 1.17370 0.07875 -0.15 -0.13 0.07
C 1.00835 -0.88799 -0.40927 0.41 -0.16 -0.56
H -1.07442 -0.87007 3.13576 -0.02 0.23 -0.04
C -0.25978 0.14139 1.27381 -0.22 -0.31 0.49
```
Positions in Å, forces in eV/Å.

HOMO in eV: -10.367
E_tot in Eh: -232.00797
Largest force on an atom in eV/A: 0.75
Frontier orbital gap in eV: 10.64